Entry 1:
180
Properties=species:S:1:pos:R:3 method="wB97M-V/def2-TZVPD" homo_energy_ev=-5.1 lumo_energy_ha=0.07275 charge=-1
C -2.373 -1.467 -0.719
C -1.390 -0.836 -1.064
P 0.120 0.268 -1.605
C 1.298 -0.499 -0.352
C 0.789 -0.990 1.071
C 1.078 -2.569 1.251
C -0.137 -3.509 0.892
C -1.349 -3.431 1.918
C -2.360 -4.611 1.546
C -3.899 -4.205 1.641
C -4.800 -4.869 0.517
C -4.659 -4.206 -0.917
C -5.565 -2.927 -1.179
C -6.135 -2.218 0.110
C -7.168 -1.071 -0.327
C -7.725 -0.457 1.049
C 0.584 -0.948 -3.038
C -0.389 -2.173 -3.269
C 0.219 -2.951 -4.523
O -0.288 -2.943 -5.633
O 1.419 -3.719 -4.191
C 1.450 1.468 -2.391
C 2.865 1.034 -2.539
C 3.807 1.984 -3.190
C 3.140 3.219 -3.624
C 1.732 3.537 -3.424
N 0.894 2.647 -2.826
C -0.524 1.626 -0.387
I 1.022 2.782 0.621
C -1.695 2.566 -0.964
C -1.653 4.055 -0.364
I -3.691 1.854 -0.361
H -3.228 -1.878 -0.152
H -0.822 0.831 -2.572
H 2.228 0.101 -0.109
H 1.730 -1.440 -0.822
H 1.435 -0.533 1.888
H -0.259 -0.785 1.384
H 1.291 -2.742 2.356
H 2.015 -2.886 0.713
H -0.438 -3.389 -0.181
H 0.250 -4.576 0.985
H -0.937 -3.669 2.941
H -1.853 -2.423 1.919
H -2.188 -5.029 0.512
H -2.221 -5.490 2.249
H -4.278 -4.619 2.628
H -4.068 -3.096 1.699
H -5.892 -4.890 0.814
H -4.510 -5.962 0.409
H -4.984 -4.998 -1.661
H -3.564 -4.038 -1.107
H -6.417 -3.164 -1.883
H -4.915 -2.164 -1.704
H -6.737 -2.899 0.780
H -5.330 -1.665 0.684
H -6.649 -0.233 -0.869
H -8.009 -1.516 -0.930
H -7.726 -1.244 1.862
H -7.027 0.374 1.372
H -8.772 -0.074 0.928
H 1.623 -1.370 -2.997
H 0.542 -0.339 -3.998
H -1.426 -1.916 -3.596
H -0.352 -2.957 -2.454
H 2.173 -3.103 -4.221
H 3.222 0.032 -2.179
H 4.884 1.742 -3.330
H 3.773 3.983 -4.155
H 1.344 4.529 -3.782
H -1.052 1.062 0.443
H -1.657 2.720 -2.070
H -0.837 4.676 -0.814
H -1.704 4.075 0.754
H -2.626 4.524 -0.720
C -7.094 -3.260 8.183
C -5.838 -3.909 7.634
O -5.747 -3.738 6.214
C -5.341 -2.529 5.803
O -5.044 -1.602 6.515
O -5.343 -2.521 4.466
C -5.019 -1.254 3.895
H -7.977 -3.624 7.654
H -7.204 -3.474 9.248
H -7.067 -2.177 8.053
H -5.877 -4.984 7.815
H -4.940 -3.531 8.126
H -4.079 -0.868 4.289
H -5.831 -0.548 4.076
H -4.911 -1.389 2.820
C 2.291 -4.227 -7.365
C 3.722 -3.989 -7.807
O 3.784 -3.623 -9.192
C 3.455 -2.356 -9.470
O 3.131 -1.516 -8.671
O 3.526 -2.189 -10.799
C 3.105 -0.900 -11.242
H 1.810 -4.956 -8.023
H 2.245 -4.597 -6.341
H 1.703 -3.310 -7.420
H 4.292 -4.914 -7.704
H 4.214 -3.236 -7.187
H 3.636 -0.107 -10.715
H 2.027 -0.794 -11.108
H 3.333 -0.823 -12.304
C -1.281 -5.005 -8.733
C -0.840 -6.454 -8.680
O -1.798 -7.313 -9.319
C -1.768 -7.322 -10.654
O -1.013 -6.693 -11.353
O -2.742 -8.138 -11.087
C -2.883 -8.166 -12.506
H -2.288 -4.894 -8.324
H -0.597 -4.372 -8.166
H -1.314 -4.638 -9.761
H -0.779 -6.775 -7.640
H 0.151 -6.589 -9.120
H -1.934 -8.390 -12.994
H -3.280 -7.213 -12.859
H -3.594 -8.953 -12.753
C 4.254 9.201 2.843
C 4.049 8.125 3.892
O 3.449 6.955 3.320
C 4.273 6.162 2.621
O 5.454 6.344 2.448
O 3.556 5.150 2.127
C 4.296 4.274 1.274
H 3.317 9.415 2.324
H 4.624 10.120 3.302
H 4.973 8.883 2.086
H 3.359 8.490 4.654
H 4.984 7.871 4.398
H 5.200 3.912 1.765
H 4.544 4.785 0.342
H 3.660 3.420 1.043
C 4.944 8.330 10.259
C 5.372 6.876 10.309
O 4.413 6.032 9.663
C 4.453 6.031 8.323
O 5.221 6.660 7.638
O 3.478 5.232 7.879
C 3.347 5.214 6.455
H 3.936 8.447 10.662
H 5.632 8.954 10.833
H 4.922 8.700 9.232
H 5.423 6.549 11.349
H 6.364 6.733 9.876
H 4.297 4.983 5.972
H 2.962 6.173 6.106
H 2.631 4.437 6.195
C -0.565 -7.242 8.728
C 0.230 -5.953 8.796
O 0.129 -5.218 7.572
C -1.014 -4.541 7.397
O -1.936 -4.494 8.175
O -0.967 -3.947 6.201
C -2.171 -3.265 5.845
H -0.270 -7.829 7.855
H -0.407 -7.840 9.628
H -1.633 -7.042 8.632
H 1.288 -6.185 8.932
H -0.076 -5.334 9.643
H -2.473 -2.562 6.622
H -2.964 -3.989 5.652
H -1.980 -2.705 4.930
C 3.823 7.723 -0.619
C 5.262 7.953 -1.037
O 5.348 8.313 -2.423
C 5.030 9.579 -2.712
O 4.696 10.426 -1.921
O 5.123 9.739 -4.039
C 4.715 11.027 -4.496
H 3.343 6.995 -1.277
H 3.775 7.360 0.408
H 3.240 8.644 -0.684
H 5.825 7.026 -0.921
H 5.748 8.706 -0.412
H 5.242 11.821 -3.965
H 3.636 11.139 -4.381
H 4.961 11.096 -5.555

Entry 2:
99
Properties=species:S:1:pos:R:3 method="wB97M-V/def2-TZVPD" homo_energy_ev=-10.4 lumo_energy_ha=-0.06596 charge=0
O -0.802 7.814 2.154
P -1.886 7.435 3.118
C -1.822 5.628 3.646
C -0.974 5.186 4.765
C -1.016 3.758 5.129
C -1.902 2.862 4.357
C -2.716 3.285 3.235
C -2.672 4.694 2.868
S -3.700 5.182 1.444
O -4.130 3.941 0.805
O -4.888 5.909 1.863
F -2.844 6.000 0.337
C -1.734 1.470 5.044
O -2.517 0.574 4.896
N -0.564 1.572 5.845
C 0.552 0.641 5.593
C 1.223 0.785 4.166
C 0.998 -0.475 3.230
C -0.506 -0.816 3.021
O -1.175 -0.182 2.233
O -1.098 -1.863 3.709
C -0.270 2.909 6.246
O 0.342 3.295 7.204
H -3.198 7.651 2.574
H -1.854 8.199 4.330
H -0.330 5.896 5.328
H -3.339 2.518 2.727
H 0.199 -0.422 5.710
H 1.350 0.793 6.371
H 2.340 0.828 4.330
H 0.954 1.735 3.640
H 1.524 -1.395 3.590
H 1.423 -0.255 2.212
H -2.058 -1.661 3.711
C -4.517 -1.885 1.300
Cl -4.218 -0.204 1.766
Cl -6.255 -2.127 1.041
Cl -3.644 -2.248 -0.198
Cl -3.956 -2.967 2.591
C 2.400 -2.739 -0.104
Cl 1.090 -2.702 1.089
Cl 1.824 -2.057 -1.633
Cl 3.770 -1.784 0.492
Cl 2.916 -4.410 -0.374
C 6.084 -4.873 -2.661
Cl 7.449 -3.844 -2.192
Cl 6.516 -5.808 -4.104
Cl 5.697 -5.984 -1.332
Cl 4.675 -3.858 -3.018
C 4.046 2.631 7.848
Cl 3.170 2.235 9.335
Cl 3.362 4.099 7.131
Cl 5.757 2.900 8.225
Cl 3.904 1.284 6.701
C 3.642 -9.610 0.135
Cl 3.402 -10.519 -1.367
Cl 2.688 -10.349 1.433
Cl 5.359 -9.636 0.574
Cl 3.120 -7.933 -0.101
C 2.477 -1.656 -6.062
Cl 4.193 -1.232 -6.178
Cl 1.921 -1.428 -4.391
Cl 1.531 -0.615 -7.146
Cl 2.258 -3.351 -6.524
C 2.082 8.228 7.751
Cl 3.322 9.260 7.021
Cl 1.521 7.043 6.554
Cl 2.765 7.377 9.146
Cl 0.715 9.226 8.277
C 1.909 3.270 -5.971
Cl 3.491 4.065 -5.869
Cl 0.683 4.291 -5.201
Cl 1.484 3.018 -7.675
Cl 1.980 1.705 -5.144
C -4.275 1.023 -2.774
Cl -4.162 2.552 -1.889
Cl -2.648 0.359 -3.019
Cl -5.246 -0.127 -1.838
Cl -5.045 1.303 -4.346
C -8.570 2.906 -5.174
Cl -8.262 4.587 -4.703
Cl -10.308 2.674 -5.437
Cl -7.692 2.543 -6.673
Cl -8.013 1.822 -3.890
C 3.795 -2.104 -10.028
Cl 4.015 -2.145 -11.787
Cl 5.108 -3.005 -9.248
Cl 3.817 -0.422 -9.467
Cl 2.239 -2.846 -9.612
C 1.566 -7.198 -7.016
Cl 1.934 -8.768 -7.753
Cl 2.985 -6.613 -6.128
Cl 1.140 -6.037 -8.290
Cl 0.211 -7.373 -5.889
C -3.224 -6.686 -3.129
Cl -3.117 -5.152 -2.249
Cl -1.590 -7.329 -3.373
Cl -4.181 -7.842 -2.186
Cl -3.998 -6.421 -4.701

Entry 3:
107
Properties=species:S:1:pos:R:3 method="wB97M-V/def2-TZVPD" homo_energy_ev=-8.6 lumo_energy_ha=-0.10659 charge=+1
W 0.380 0.324 -0.054
C 3.593 3.012 0.337
N 3.240 1.636 0.015
C 4.374 0.905 -0.529
C 2.313 0.944 0.877
N 1.172 1.712 1.071
C 0.513 1.977 2.335
C -1.027 1.963 2.090
N -1.323 1.951 0.644
C -1.158 3.304 0.077
C 0.069 3.390 -0.842
N 0.317 2.141 -1.579
C 0.304 2.310 -2.919
N -0.543 3.191 -3.553
C -1.937 3.369 -3.225
C -0.064 4.099 -4.574
N 1.199 1.679 -3.708
C 2.590 1.580 -3.339
C 0.918 1.304 -5.074
C -2.647 1.375 0.325
C -2.550 -0.121 -0.007
N -1.419 -0.352 -0.921
C -1.493 -1.511 -1.678
N -1.501 -2.742 -1.112
C -1.931 -3.931 -1.801
C -0.818 -4.036 1.097
N -1.624 -1.413 -3.027
C -0.751 -2.158 -3.921
C -2.114 -0.156 -3.550
N 2.814 0.144 1.967
C 3.866 0.774 2.762
C 3.164 -1.236 1.636
H 3.749 3.578 -0.585
H 4.517 3.057 0.925
H 2.794 3.477 0.911
H 4.771 1.471 -1.371
H 4.052 -0.064 -0.904
H 5.183 0.770 0.197
H 0.825 2.960 2.719
H 0.769 1.216 3.088
H -1.498 2.829 2.576
H -1.455 1.060 2.532
H -1.054 4.049 0.871
H -2.048 3.572 -0.492
H 0.965 3.594 -0.244
H -0.061 4.230 -1.533
H -2.135 4.365 -2.812
H -2.243 2.601 -2.521
H -2.531 3.258 -4.136
H 1.005 3.977 -4.713
H -0.251 5.128 -4.252
H -0.577 3.936 -5.524
H 2.945 0.561 -3.492
H 2.687 1.839 -2.291
H 3.183 2.265 -3.956
H -0.147 1.373 -5.279
H 1.255 0.275 -5.213
H 1.461 1.930 -5.788
H -3.044 1.882 -0.559
H -3.365 1.524 1.141
H -3.488 -0.436 -0.481
H -2.456 -0.693 0.922
H -2.492 -3.666 -2.691
H -2.592 -4.492 -1.113
H -1.090 -4.574 -2.064
H 0.168 -4.317 1.456
H -1.731 -5.617 2.133
H -2.400 -2.659 1.480
H -0.071 -2.781 -3.348
H -0.129 -1.455 -4.472
H -1.323 -2.765 -4.622
H -1.417 0.657 -3.322
H -3.091 0.063 -3.112
H -2.226 -0.246 -4.629
H 3.580 1.799 2.986
H 4.847 0.773 2.271
H 3.963 0.220 3.697
H 4.045 -1.322 0.993
H 2.319 -1.725 1.142
H 3.367 -1.769 2.564
Se 1.564 -0.991 -1.618
O -0.052 -0.646 1.495
C -0.652 -1.617 2.359
C 0.321 -2.211 3.356
C 1.324 -1.588 4.034
C 1.836 -2.353 5.105
C 1.181 -3.532 5.256
S -0.061 -3.735 4.090
C -1.315 -2.668 1.462
C -0.745 -2.919 0.091
C -1.733 -5.246 1.097
C -3.157 -5.124 0.646
S -4.249 -3.929 1.077
C -1.703 -1.014 3.301
C -1.466 -0.308 4.452
C -2.634 0.007 5.176
C -3.755 -0.481 4.589
S -3.409 -1.325 3.141
H 1.690 -0.613 3.770
H 2.645 -2.024 5.734
H 1.350 -4.303 5.981
H 0.287 -2.581 -0.038
H -1.248 -6.015 0.487
H -3.592 -6.036 0.256
H -0.484 -0.022 4.785
H -2.634 0.550 6.104
H -4.774 -0.405 4.911

Entry 4:
9
Properties=species:S:1:pos:R:3 method="wB97M-V/def2-TZVPD" homo_energy_ev="-15.1 / -15.1" lumo_energy_ha="-0.30894 / -0.30798" de_lowest_kcal_mol=104.3 charge=+1
C 1.926 0.240 -0.046
C -2.083 0.098 -0.014
N 0.856 -0.406 -0.094
H 2.935 -0.084 0.544
H 2.070 1.137 -0.532
H -2.226 0.768 -0.862
H -2.033 0.395 1.112
H 0.814 -1.322 0.328
H -2.258 -0.825 -0.437

Entry 5:
19
Properties=species:S:1:pos:R:3 method="wB97M-V/def2-TZVPD" homo_energy_ev=-4.4 lumo_energy_ha=0.13995 de_lowest_kcal_mol=60.3 charge=-1
O -0.854 3.697 -0.895
C -1.149 2.599 -0.483
C -0.433 1.332 -0.474
C -1.382 0.074 -0.244
C -0.669 -1.335 -0.514
O 0.318 -1.552 0.390
H -2.231 2.441 -0.137
H 0.232 1.156 0.412
H 0.244 1.381 -1.375
H -1.557 -0.004 0.839
H -2.246 0.232 -0.938
H -1.435 -2.091 -0.528
H -0.144 -1.288 -1.482
H 2.432 -3.464 0.268
H 0.941 -3.178 0.364
O 1.589 -3.910 0.126
H 0.947 -0.478 1.313
H 2.482 0.080 1.951
O 1.713 0.414 1.579